Run one
Entry from OMol25: 2 unconnected molecules or ions with the total composition C4H10O2 (the ωB97M-V functional and the def2-TZVPD basis).

Last column: Löwdin charge in e.
Atoms and positions in Å:
C (-1.9414, 0.6479, -0.2932)  -0.087
C (-0.5747, 0.0366, 0.0094)  -0.134
C (0.0936, 0.0667, 1.1673)  -0.392
C (1.5168, 0.2752, 1.4946)  -0.027
O (-0.7624, -0.0766, 2.2823)  -0.004
H (-1.7138, 1.5981, -0.8218)  0.081
H (-2.7093, 0.1928, -0.8744)  0.054
H (-2.3517, 1.0344, 0.6374)  0.066
H (0.0959, -0.4245, -0.7609)  0.104
H (1.5717, 0.7039, 2.4964)  0.092
H (1.9919, -0.6930, 1.3079)  0.090
H (1.9746, 0.9759, 0.7791)  0.086
H (-1.5621, -0.4572, 1.9186)  0.080
O (1.3288, -0.8700, -3.7198)  -0.064
H (1.7215, -0.5556, -2.8970)  0.022
H (2.0205, -0.6990, -4.3674)  0.032

Results
* SMILES: C/C=C(/C)O.O
* lowest unoccupied orbital energy: 0.72 eV
* multiplicity: 1
* orbital gap: 8.8 eV
* HOMO level: -8.07 eV
* M: 90.12 g mol⁻¹

---

Run two
Entry from OMol25: 2 unconnected molecules or ions with the total composition C4H10O2 (the ωB97M-V functional and the def2-TZVPD basis).

Last column: Löwdin charge in e.
Atoms and positions in Å:
C (-2.2276, -0.8232, 0.4341)  -0.101
C (-0.9997, 0.0204, 0.6206)  -0.176
C (0.2499, -0.4244, 0.5061)  -0.125
C (1.4736, 0.4271, 0.6602)  -0.260
O (2.3646, 0.0889, -0.3985)  -0.087
H (-2.9564, -0.3089, -0.2018)  0.074
H (-1.9816, -1.7807, -0.0350)  0.076
H (-2.7237, -1.0264, 1.3899)  0.075
H (-1.1641, 1.0742, 0.8541)  0.113
H (0.4453, -1.4712, 0.2691)  0.123
H (1.9550, 0.2290, 1.6303)  0.120
H (1.2029, 1.4924, 0.6280)  0.123
H (3.1942, 0.5605, -0.2559)  0.098
O (0.3308, 0.8873, -2.3500)  -0.066
H (-0.3286, 0.5147, -1.7544)  0.004
H (1.1654, 0.5403, -1.9966)  0.010

Results
* SMILES: C/C=C/CO.O
* lowest unoccupied orbital energy: 0.80 eV
* multiplicity: 1
* orbital gap: 10.5 eV
* HOMO level: -9.72 eV
* M: 90.12 g mol⁻¹

---

Stability summary: most stable run two, least stable run one.

---

Run one
Entry from OMol25: C4H4FN in the gas phase (the ωB97M-V functional and the def2-TZVPD basis).

Last column: Löwdin charge in e.
Atoms and positions in Å:
C (1.2659, -0.4846, -0.0619)  -0.229
C (0.6455, 0.8090, 0.0017)  -0.092
C (0.6480, -1.6227, 0.0291)  0.197
C (-0.7306, 0.8897, 0.0552)  -0.194
N (-1.4507, -0.1783, 0.2331)  0.040
F (-2.7859, -0.0533, -0.1506)  -0.089
H (2.3533, -0.4643, -0.0111)  0.105
H (1.2641, 1.6764, 0.1434)  0.094
H (-0.0016, -2.4339, -0.1651)  0.041
H (-1.2080, 1.8620, -0.0736)  0.126

Results
* lowest unoccupied orbital energy (spin up / spin down): -1.31 / -0.17 eV
* multiplicity: 1
* orbital gap (spin up / spin down): 6.8 / 8.1 eV
* HOMO level (spin up / spin down): -8.11 / -8.30 eV
* M: 85.08 g mol⁻¹

---

Run two
Entry from OMol25: a molecular structure, C4H4FN (the ωB97M-V functional and the def2-TZVPD basis).

Last column: Löwdin charge in e.
Atoms and positions in Å:
C (-0.4270, -1.4047, -0.2363)  0.007
C (0.0396, -0.1851, -0.0392)  -0.242
C (-0.9718, 0.2921, -1.0743)  -0.316
C (0.9117, 0.6086, 0.8884)  -0.056
N (-1.3760, -0.9445, -1.4441)  0.117
F (-1.2744, 1.4750, -1.5478)  0.137
H (-0.1161, -2.3811, -0.0297)  0.086
H (1.6521, 1.3109, 0.4657)  0.079
H (1.2920, -0.1619, 1.5935)  0.087
H (0.2699, 1.3907, 1.4237)  0.101

Results
* lowest unoccupied orbital energy: 0.07 eV
* multiplicity: 1
* orbital gap: 8.7 eV
* HOMO level: -8.61 eV
* M: 85.08 g mol⁻¹

---

Run three
Entry from OMol25: C4H4FN in the gas phase (the ωB97M-V functional and the def2-TZVPD basis).

Last column: Löwdin charge in e.
Atoms and positions in Å:
F (1.5126, -0.7341, 1.8996)  -0.013
C (0.9192, -0.3537, 0.6490)  -0.273
C (0.4532, -1.0230, -0.3662)  -0.080
C (-0.3323, -0.1697, -1.0792)  -0.214
N (-0.5336, 0.9111, -0.3894)  -0.030
C (0.2527, 0.8054, 0.6981)  -0.116
H (0.5667, -2.1148, -0.7256)  0.151
H (-1.1696, -0.3798, -1.8666)  0.151
H (-1.5857, 1.5499, -0.3063)  0.288
H (-0.0833, 1.5087, 1.4866)  0.137

Results
* SMILES: Fc1cc[nH]c1
* lowest unoccupied orbital energy: 0.34 eV
* multiplicity: 1
* orbital gap: 8.8 eV
* HOMO level: -8.44 eV
* M: 85.08 g mol⁻¹

---

Stability summary: most stable run three, least stable run one.